Model A:
{
  "formula": "C3H6O2",
  "method": "ωB97M-V/def2-TZVPD",
  "elements": ["C", "C", "C", "O", "O", "H", "H", "H", "H", "H", "H"],
  "coordinates": [[0.5828, 0.0931, -1.5176], [0.0085, 0.1120, -0.3182], [0.0730, 1.1052, 0.6992], [-0.9638, -1.1293, -0.0309], [-0.7534, -1.7775, 1.1480], [0.6201, -0.7663, -2.2534], [1.1246, 0.9640, -1.8991], [-0.9665, 1.6086, 0.9363], [0.4483, 0.6895, 1.6166], [0.9046, 1.8548, 0.5736], [-1.0782, -2.7541, 1.0456]],
  "charge": 0,
  "smiles": "C=C(C)OO",
  "orbital_gap_ha": 0.3672,
  "lumo_energy_ha": 0.0352
}



Model B:
{
  "formula": "C3H6O2",
  "method": "ωB97M-V/def2-TZVPD",
  "elements": ["O", "C", "O", "H", "H", "C", "C", "H", "H", "H", "H"],
  "coordinates": [[-1.7712, -3.0169, -1.7893], [-0.9972, -2.5507, -1.0117], [-0.8702, -1.2248, -0.8570], [-0.3018, -3.1720, -0.4356], [-0.2603, -1.0544, -0.1570], [0.3683, 2.1018, 1.2144], [1.0121, 1.5795, 0.1841], [0.7382, 2.0303, 2.2278], [-0.5808, 2.6142, 1.1192], [1.9480, 1.0623, 0.3594], [0.7147, 1.6306, -0.8542]],
  "charge": 0,
  "smiles": "O=CO.C=C",
  "orbital_gap_ha": 0.4162,
  "lumo_energy_ha": 0.0258
}



Which one is most stable, and which one is least stable? model B is the most stable of them, while model A is the least stable.



Model A:
{
  "formula": "C3H6O2",
  "method": "ωB97M-V/def2-TZVPD",
  "elements": ["O", "C", "C", "C", "O", "H", "H", "H", "H", "H", "H"],
  "coordinates": [[-2.8015, 1.4176, -0.2046], [-1.6695, 0.9181, 0.2264], [1.0166, -1.2542, -0.0224], [1.6327, 0.1159, 0.0032], [2.6184, 0.4230, 0.6349], [-2.8195, 1.3283, -1.1718], [-0.0313, -1.1594, 0.2782], [-1.7477, 1.0721, 1.3285], [1.0022, -1.6334, -1.0509], [1.5652, -1.9419, 0.6240], [1.0948, 0.8664, -0.6104]],
  "charge": 0,
  "orbital_gap_ha": 0.3462,
  "lumo_energy_ha": 0.0090
}



Model B:
{
  "formula": "C3H6O2",
  "method": "ωB97M-V/def2-TZVPD",
  "elements": ["C", "C", "O", "C", "O", "H", "H", "H", "H", "H", "H"],
  "coordinates": [[-1.5367, -0.0257, -0.1414], [-0.1659, -0.1736, 0.4683], [-0.0031, -0.2393, 1.6695], [1.0779, -0.1601, -0.4146], [1.9680, 0.8239, 0.0485], [-2.2552, -0.6604, 0.3838], [-1.5470, -0.2365, -1.2138], [-1.8389, 1.0198, 0.0054], [0.8494, 0.0521, -1.4626], [1.5148, -1.1707, -0.3589], [1.9367, 0.7705, 1.0159]],
  "charge": 0,
  "smiles": "CC(=O)CO",
  "orbital_gap_ha": 0.3968,
  "lumo_energy_ha": 0.0333
}



Which one is most stable, and which one is least stable? model B is the most stable of them, while model A is the least stable.



Model A:
{
  "formula": "C3H6O2",
  "method": "ωB97M-V/def2-TZVPD",
  "elements": ["O", "C", "C", "O", "H", "H", "C", "H", "H", "H", "H"],
  "coordinates": [[-1.7234, -0.7052, 1.2164], [-1.1289, -0.5487, 0.1886], [-1.2606, -0.1135, -1.0788], [-0.2727, 0.1296, -1.9896], [-2.2449, -0.0713, -1.5249], [0.5902, 0.1124, -1.5575], [1.2547, 0.2834, 0.9582], [0.5164, -0.6779, 0.4979], [1.1341, 1.1680, 0.3430], [2.2962, -0.0109, 1.0007], [0.8388, 0.4339, 1.9460]],
  "charge": 0,
  "smiles": "O=C=CO.C",
  "orbital_gap_ha": 0.2843,
  "lumo_energy_ha": -0.0112
}



Model B:
{
  "formula": "C3H6O2",
  "method": "ωB97M-V/def2-TZVPD",
  "elements": ["C", "O", "C", "C", "O", "H", "H", "H", "H", "H", "H"],
  "coordinates": [[0.1477, -1.4434, 1.2102], [-0.1503, -0.3933, 0.2718], [0.5962, 0.8195, -1.0523], [-0.7786, 1.3475, -0.8535], [-1.1203, 1.7531, 0.2275], [0.9115, -2.1804, 0.9466], [0.3904, -1.0327, 2.2062], [-0.7990, -2.0088, 1.3354], [0.8945, 0.6811, -2.1259], [1.3926, 1.2728, -0.4725], [-1.4848, 1.1846, -1.6936]],
  "charge": 0,
  "orbital_gap_ha": 0.3197,
  "lumo_energy_ha": -0.0347
}



Model C:
{
  "formula": "C3H6O2",
  "method": "ωB97M-V/def2-TZVPD",
  "elements": ["O", "C", "C", "O", "C", "H", "H", "H", "H", "H", "H"],
  "coordinates": [[1.6492, -0.2761, -0.3856], [0.4464, -0.1093, 0.3784], [-0.4450, 0.9947, -0.1149], [-1.5227, 0.0250, -0.3215], [-0.6736, -1.0984, -0.0887], [2.1527, 0.6722, -0.2705], [0.6464, -0.1078, 1.4322], [-0.6958, 1.7856, 0.6439], [-0.0648, 1.5597, -0.9360], [-1.0128, -1.7715, 0.6990], [-0.4799, -1.6741, -1.0361]],
  "charge": 0,
  "smiles": "OC1COC1",
  "orbital_gap_ha": 0.3914,
  "lumo_energy_ha": 0.0269
}



Which one is most stable, and which one is least stable? model C is the most stable of them, while model B is the least stable.



Model A:
{
  "formula": "C3H6O2",
  "method": "ωB97M-V/def2-TZVPD",
  "elements": ["O", "C", "O", "H", "H", "C", "C", "H", "H", "H", "H"],
  "coordinates": [[-0.5169, 0.3030, -2.8646], [-1.0335, 0.6108, -1.7956], [-1.9012, -0.0919, -1.0141], [-1.0180, 1.6305, -1.4396], [-1.5883, -0.9844, -1.2030], [0.5589, 0.2512, 1.2620], [1.3754, -0.7890, 1.5698], [0.9664, 1.3132, 1.4310], [-0.4437, 0.1282, 0.8494], [2.4403, -0.5166, 1.7663], [1.1605, -1.8549, 1.4385]],
  "charge": 0,
  "smiles": "O=CO.C=C",
  "orbital_gap_ha": 0.4046,
  "lumo_energy_ha": 0.0284
}



Model B:
{
  "formula": "C3H6O2",
  "method": "ωB97M-V/def2-TZVPD",
  "elements": ["C", "C", "O", "C", "O", "H", "H", "H", "H", "H", "H"],
  "coordinates": [[1.4530, -0.4898, -0.0474], [0.1119, 0.1185, -0.2152], [-0.0125, 1.1425, -1.0666], [-1.0274, -0.2711, 0.3875], [-2.1427, 0.5668, 0.0873], [2.2086, 0.2714, 0.1732], [1.4333, -1.2251, 0.7614], [1.7409, -0.9870, -0.9774], [-1.5533, 0.7780, 1.0176], [-0.9982, 1.2835, -1.0377], [-1.2137, -1.1877, 0.9173]],
  "charge": 0,
  "orbital_gap_ha": 0.3456,
  "lumo_energy_ha": 0.0302
}



Which one is most stable, and which one is least stable? model A is the most stable of them, while model B is the least stable.